Here is a 40-piece molecular cluster, C13H95F9NO42S2 overall at a distorted geometry from OMol25. Energies are from ωB97M-V with the def2-TZVPD basis set.

Results
Kohn-Sham gap (spin up / spin down) = 0.2618 / 0.2890 Ha
HOMO energy (spin up / spin down) = -7.86 / -8.60 eV
E = -148632.824 eV
Multiplicity = 2

Bonds (Å) are listed after each position.
CARTESIAN COORDINATES (ANGSTROEM)
1 C -0.92 -3.49 5.03  C2 1.531, H29 1.085, H30 1.080, H31 1.078
2 C -0.87 -2.72 3.71  C1 1.531, C3 1.525, C4 1.551, N27 1.476
3 C -0.92 -3.76 2.60  C2 1.525, H32 1.075, H33 1.078, H34 1.084
4 C -2.09 -1.77 3.74  C2 1.551, C5 1.535, H35 1.075, H36 1.086
5 C -1.74 -0.33 3.33  C4 1.535, S6 1.829, S7 1.874, C23 1.500
6 S -0.98 0.53 4.75  C5 1.829, H37 1.337
7 S -3.26 0.64 2.82  C5 1.874, O8 1.433, O9 1.441, C10 1.879
8 O -3.11 1.97 3.31  S7 1.433
9 O -3.48 0.60 1.39  S7 1.441
10 C -4.82 0.07 3.71  S7 1.879, F11 1.348, F12 1.359, C13 1.563
11 F -5.64 1.13 3.77  C10 1.348
12 F -4.42 -0.20 4.98  C10 1.359
13 C -5.58 -1.19 3.18  C10 1.563, F14 1.357, F15 1.346, C16 1.544
14 F -6.89 -1.03 3.46  C13 1.357
15 F -5.15 -2.28 3.84  C13 1.346
16 C -5.50 -1.50 1.67  C13 1.544, F17 1.362, F18 1.343, C19 1.569
17 F -6.24 -2.63 1.50  C16 1.362
18 F -4.26 -1.82 1.27  C16 1.343
19 C -6.12 -0.41 0.72  C16 1.569, F20 1.318, F21 1.339, F22 1.332
20 F -5.42 -0.30 -0.39  C19 1.318
21 F -6.25 0.80 1.28  C19 1.339
22 F -7.35 -0.80 0.37  C19 1.332
23 C -0.76 -0.33 2.19  C5 1.500, C24 1.544, H38 1.079, H39 1.086
24 C 0.57 -1.02 2.55  C23 1.544, C25 1.546, C26 1.516, N27 1.481
25 C 1.58 0.06 3.01  C24 1.546, H40 1.078, H41 1.080, H42 1.077
26 C 1.19 -1.61 1.29  C24 1.516, H43 1.083, H44 1.083, H45 1.077
27 N 0.40 -1.97 3.67  C2 1.476, C24 1.481, O28 1.268
28 O 1.43 -2.67 3.91  N27 1.268
29 H -1.91 -3.92 5.11  C1 1.085
30 H -0.79 -2.81 5.87  C1 1.080
31 H -0.19 -4.28 5.03  C1 1.078
32 H -0.96 -3.34 1.60  C3 1.075
33 H -1.71 -4.47 2.76  C3 1.078
34 H 0.02 -4.30 2.67  C3 1.084
35 H -2.47 -1.76 4.75  C4 1.075
36 H -2.86 -2.22 3.12  C4 1.086
37 H -2.00 1.11 5.39  S6 1.337
38 H -0.56 0.67 1.84  C23 1.079
39 H -1.20 -0.86 1.34  C23 1.086
40 H 1.51 0.25 4.07  C25 1.078
41 H 1.43 0.98 2.47  C25 1.080
42 H 2.57 -0.31 2.84  C25 1.077
43 H 0.47 -2.02 0.59  C26 1.083
44 H 1.70 -0.81 0.79  C26 1.083
45 H 1.93 -2.37 1.50  C26 1.077
46 O -1.56 4.39 4.80  H47 0.963, H48 0.970
47 H -2.08 5.19 4.69  O46 0.963
48 H -1.79 3.83 4.05  O46 0.970
49 O -2.94 2.38 -1.12  H50 0.962, H51 0.962
50 H -3.06 3.33 -1.18  O49 0.962
51 H -3.35 2.14 -0.28  O49 0.962
52 O -0.17 1.62 -1.57  H53 0.963, H54 0.964
53 H -0.13 0.70 -1.84  O52 0.963
54 H -1.09 1.79 -1.34  O52 0.964
55 O -2.72 -3.91 0.12  H56 0.954, H57 0.961
56 H -3.30 -3.15 0.09  O55 0.954
57 H -2.86 -4.32 -0.74  O55 0.961
58 O 2.41 2.90 -1.24  H59 0.963, H60 0.969
59 H 3.18 2.39 -1.54  O58 0.963
60 H 1.65 2.48 -1.69  O58 0.969
61 O -1.96 -1.94 -2.01  H62 0.961, H63 0.964
62 H -2.55 -1.18 -2.01  O61 0.961
63 H -2.08 -2.33 -2.88  O61 0.964
64 O 4.05 0.88 0.50  H65 0.966, H66 0.967
65 H 4.57 1.03 -0.30  O64 0.966
66 H 3.67 1.74 0.69  O64 0.967
67 O 6.30 1.61 2.22  H68 0.963, H69 0.972
68 H 7.06 1.11 1.91  O67 0.963
69 H 5.54 1.18 1.79  O67 0.972
70 O 5.47 3.00 -1.38  H71 0.966, H72 0.967
71 H 5.35 3.70 -0.73  O70 0.966
72 H 6.10 3.37 -2.02  O70 0.967
73 O 2.66 -3.85 0.12  H74 0.960, H75 0.965
74 H 2.92 -4.78 0.12  O73 0.960
75 H 3.24 -3.42 -0.52  O73 0.965
76 O -6.69 -2.39 -2.07  H77 0.963, H78 0.962
77 H -7.39 -1.77 -2.30  O76 0.963
78 H -6.32 -2.01 -1.26  O76 0.962
79 O -6.71 -5.29 2.98  H80 0.962, H81 0.960
80 H -6.27 -5.14 2.14  O79 0.962
81 H -6.97 -4.42 3.28  O79 0.960
82 O -2.09 -3.93 -4.25  H83 0.965, H84 0.965
83 H -2.36 -4.25 -5.12  O82 0.965
84 H -1.72 -4.71 -3.82  O82 0.965
85 O -1.85 -0.69 -4.83  H86 0.962, H87 0.961
86 H -1.93 -1.58 -5.18  O85 0.962
87 H -2.74 -0.48 -4.52  O85 0.961
88 O 0.05 4.66 -0.91  H89 0.974, H90 0.960
89 H 0.83 4.10 -1.11  O88 0.974
90 H -0.65 4.22 -1.41  O88 0.960
91 O -6.52 -5.19 -1.49  H92 0.966, H93 0.963
92 H -6.57 -4.23 -1.43  O91 0.966
93 H -7.03 -5.52 -0.75  O91 0.963
94 O -2.73 -1.46 7.51  H95 0.960, H96 0.962
95 H -3.23 -1.09 6.77  O94 0.960
96 H -3.22 -1.19 8.29  O94 0.962
97 O 1.49 7.25 -0.09  H98 0.960, H99 0.966
98 H 2.07 7.51 -0.81  O97 0.960
99 H 1.03 6.46 -0.43  O97 0.966
100 O 4.41 -2.48 -2.05  H101 0.958, H102 0.960
101 H 4.15 -2.00 -2.83  O100 0.958
102 H 5.31 -2.75 -2.25  O100 0.960
103 O 0.08 -3.00 -6.29  H104 0.965, H105 0.967
104 H 0.06 -2.04 -6.13  O103 0.965
105 H -0.40 -3.36 -5.53  O103 0.967
106 O 4.68 4.22 1.43  H107 0.968, H108 0.963
107 H 5.11 3.51 1.92  O106 0.968
108 H 4.04 4.59 2.04  O106 0.963
109 O -0.46 3.92 2.02  H110 0.965, H111 0.962
110 H -0.04 3.82 1.16  O109 0.965
111 H -0.56 4.87 2.14  O109 0.962
112 O 2.30 -1.78 -8.27  H113 0.962, H114 0.966
113 H 2.29 -0.83 -8.11  O112 0.962
114 H 1.81 -2.14 -7.51  O112 0.966
115 O 3.64 -4.38 -8.23  H116 0.965, H117 0.961
116 H 3.09 -3.59 -8.19  O115 0.965
117 H 3.50 -4.72 -9.11  O115 0.961
118 O 1.77 -2.13 -11.57  H119 0.961, H120 0.964
119 H 2.52 -2.66 -11.86  O118 0.961
120 H 2.05 -1.77 -10.72  O118 0.964
121 O 1.70 9.40 2.28  H122 0.962, H123 0.964
122 H 1.74 8.80 1.53  O121 0.962
123 H 1.93 8.85 3.04  O121 0.964
124 O 6.41 -1.81 -3.91  H125 0.964, H126 0.962
125 H 6.11 -1.33 -4.69  O124 0.964
126 H 7.30 -2.09 -4.12  O124 0.962
127 O -8.98 -4.32 -0.08  H128 0.962, H129 0.961
128 H -9.05 -3.70 0.65  O127 0.962
129 H -8.39 -3.89 -0.71  O127 0.961
130 O 1.44 12.62 2.55  H131 0.965, H132 0.960
131 H 1.52 11.66 2.43  O130 0.965
132 H 0.50 12.78 2.53  O130 0.960
133 O 8.29 -0.63 -1.24  H134 0.960, H135 0.964
134 H 8.97 -1.15 -1.68  O133 0.960
135 H 7.47 -0.87 -1.69  O133 0.964
136 O 1.17 5.32 4.85  H137 0.962, H138 0.974
137 H 1.67 4.57 4.52  O136 0.962
138 H 0.25 5.09 4.63  O136 0.974
139 O 0.82 6.77 3.48  H140 0.964, H141 0.966
140 H 0.61 6.93 2.56  O139 0.964
141 H 0.03 7.05 3.95  O139 0.966
142 O 4.31 -0.15 4.52  H143 0.964, H144 0.960
143 H 4.97 0.31 5.06  O142 0.964
144 H 4.64 -1.05 4.48  O142 0.960
145 O -0.67 -3.19 -9.56  H146 0.960, H147 0.965
146 H -0.62 -2.63 -8.78  O145 0.960
147 H -0.06 -2.79 -10.18  O145 0.965
148 O 7.24 4.92 -2.67  H149 0.962, H150 0.960
149 H 7.14 5.63 -2.02  O148 0.962
150 H 7.86 5.27 -3.31  O148 0.960
151 O 7.01 0.47 5.01  H152 0.962, H153 0.963
152 H 7.14 1.11 5.72  O151 0.962
153 H 7.55 0.81 4.29  O151 0.963
154 O 3.76 -1.63 -5.74  H155 0.963, H156 0.963
155 H 3.86 -2.38 -6.34  O154 0.963
156 H 3.09 -1.91 -5.11  O154 0.963
157 O -7.71 3.25 2.48  H158 0.961, H159 0.961
158 H -7.93 2.81 1.65  O157 0.961
159 H -7.30 2.56 3.01  O157 0.961
160 O 3.61 -7.06 -6.27  H161 0.964, H162 0.960
161 H 3.35 -6.55 -7.04  O160 0.964
162 H 4.49 -7.39 -6.49  O160 0.960

Atom charges from the Mulliken analysis, given in e for atoms 1 to 99: atom 1 (C): -1.96, atom 2 (C): 1.95, atom 3 (C): -2.09, atom 4 (C): -1.54, atom 5 (C): 1.71, atom 6 (S): -0.06, atom 7 (S): 0.99, atom 8 (O): -0.51, atom 9 (O): -0.29, atom 10 (C): 0.21, atom 11 (F): -0.18, atom 12 (F): -0.11, atom 13 (C): 0.89, atom 14 (F): -0.36, atom 15 (F): -0.23, atom 16 (C): 0.35, atom 17 (F): -0.29, atom 18 (F): 0.43, atom 19 (C): 0.19, atom 20 (F): -0.18, atom 21 (F): -0.15, atom 22 (F): -0.26, atom 23 (C): -2.93, atom 24 (C): 1.96, atom 25 (C): -2.24, atom 26 (C): -2.37, atom 27 (N): 0.98, atom 28 (O): -0.70, atom 29 (H): 0.41, atom 30 (H): 0.40, atom 31 (H): 0.48, atom 32 (H): 0.18, atom 33 (H): 0.56, atom 34 (H): 0.52, atom 35 (H): -0.18, atom 36 (H): 0.33, atom 37 (H): 0.29, atom 38 (H): 0.89, atom 39 (H): 0.17, atom 40 (H): 0.61, atom 41 (H): 0.27, atom 42 (H): 0.56, atom 43 (H): 0.18, atom 44 (H): 0.66, atom 45 (H): 0.73, atom 46 (O): -0.68, atom 47 (H): 0.29, atom 48 (H): 0.33, atom 49 (O): -0.69, atom 50 (H): 0.27, atom 51 (H): 0.30, atom 52 (O): -0.36, atom 53 (H): 0.22, atom 54 (H): 0.23, atom 55 (O): -0.52, atom 56 (H): 0.15, atom 57 (H): 0.25, atom 58 (O): -0.67, atom 59 (H): 0.24, atom 60 (H): 0.25, atom 61 (O): -0.36, atom 62 (H): 0.24, atom 63 (H): 0.18, atom 64 (O): -0.34, atom 65 (H): 0.12, atom 66 (H): 0.26, atom 67 (O): -0.63, atom 68 (H): 0.30, atom 69 (H): 0.38, atom 70 (O): -0.53, atom 71 (H): 0.24, atom 72 (H): 0.29, atom 73 (O): -0.52, atom 74 (H): 0.25, atom 75 (H): 0.30, atom 76 (O): -0.73, atom 77 (H): 0.31, atom 78 (H): 0.42, atom 79 (O): -0.62, atom 80 (H): 0.31, atom 81 (H): 0.30, atom 82 (O): -0.63, atom 83 (H): 0.30, atom 84 (H): 0.30, atom 85 (O): -0.57, atom 86 (H): 0.24, atom 87 (H): 0.29, atom 88 (O): -0.64, atom 89 (H): 0.42, atom 90 (H): 0.23, atom 91 (O): -0.65, atom 92 (H): 0.21, atom 93 (H): 0.35, atom 94 (O): -0.59, atom 95 (H): 0.29, atom 96 (H): 0.29, atom 97 (O): -0.54, atom 98 (H): 0.26, atom 99 (H): 0.31

***

Here is a 2-piece molecular cluster, C2H2Cl3P overall at a distorted geometry from OMol25. Energies are from ωB97M-V with the def2-TZVPD basis set.

Results
Kohn-Sham gap (spin up / spin down) = 0.2605 / 0.2607 Ha
HOMO energy (spin up / spin down) = -9.60 / -9.60 eV
E = -48960.751 eV

Bonds (Å) are listed after each position.
CARTESIAN COORDINATES (ANGSTROEM)
1 C -1.43 -0.04 0.06  C2 1.319, H7 1.081, H8 0.996
2 C -0.20 0.40 -0.10  C1 1.319, P3 1.746, Cl4 1.818
3 P 1.05 -0.32 0.88  C2 1.746, Cl5 1.924
4 Cl 0.18 1.83 -1.16  C2 1.818
5 Cl 2.40 1.05 0.72  P3 1.924
6 Cl 1.92 -2.59 -0.74  no bonds
7 H -2.29 0.36 -0.46  C1 1.081
8 H -1.63 -0.70 0.79  C1 0.996

Electronic structure analysis, Mulliken charges in units of e: atom 1 (C): -0.66, atom 2 (C): 0.53, atom 3 (P): 0.29, atom 4 (Cl): -0.18, atom 5 (Cl): -0.10, atom 6 (Cl): -0.47, atom 7 (H): 0.28, atom 8 (H): 0.32

***

What did we get for molecular weight? Answer: 1172.98, 163.37 Da, in the order shown.